Computed, not measured: a molecular structure, C14H30LaN2O6 at a distorted geometry, with ωB97M-V/def2-TZVPD.

Net charge: +3
Multiplicity: 1
HOMO energy in eV: -18.950
Frontier orbital gap in eV: 10.4
LUMO level in hartree: -0.3135
Energy in eV: -31106.50064

Element x y z (Å)
La  -0.30  -0.37  -0.66
C  -3.53  -1.08  -1.62
O  -2.14  -1.20  -1.99
C  -1.91  -2.41  -2.74
C  -0.54  -2.36  -3.35
O  0.47  -2.01  -2.33
C  1.30  -3.10  -1.80
C  0.84  -3.46  -0.38
O  0.75  -2.24  0.42
C  1.82  -2.15  1.38
H  -4.16  -1.11  -2.53
H  -3.82  -1.94  -1.00
H  -3.68  -0.16  -1.05
H  -1.99  -3.27  -2.04
H  -2.69  -2.52  -3.51
H  -0.24  -3.32  -3.79
H  -0.44  -1.55  -4.10
H  1.17  -3.96  -2.49
H  2.35  -2.77  -1.83
H  -0.16  -3.92  -0.38
H  1.54  -4.14  0.13
H  1.76  -2.99  2.07
H  2.79  -2.18  0.88
H  1.73  -1.21  1.94
C  4.35  1.56  -1.66
N  3.31  2.25  -0.87
C  3.74  3.58  -0.46
C  2.12  1.72  -0.65
O  1.78  0.55  -1.05
C  1.17  2.53  0.27
O  -0.07  1.80  0.42
C  -0.96  2.20  1.49
C  -1.85  1.01  1.86
O  -1.77  -0.05  1.15
N  -2.69  1.13  2.88
C  -2.76  2.26  3.79
C  -3.60  0.04  3.30
H  5.24  1.37  -1.05
H  4.67  2.17  -2.53
H  3.97  0.62  -2.03
H  4.79  3.79  -0.75
H  3.68  3.70  0.65
H  3.10  4.36  -0.92
H  0.95  3.52  -0.15
H  1.60  2.68  1.27
H  -1.56  3.06  1.14
H  -0.36  2.55  2.35
H  -1.74  2.66  3.98
H  -3.20  1.92  4.74
H  -3.37  3.09  3.35
H  -3.83  -0.64  2.49
H  -4.54  0.49  3.64
H  -3.12  -0.49  4.14

For each atom in turn, the Löwdin charge in e is:
1. La 2.366
2. C -0.033
3. O -0.399
4. C -0.152
5. C -0.100
6. O -0.329
7. C -0.093
8. C -0.116
9. O -0.395
10. C -0.035
11. H 0.125
12. H 0.117
13. H 0.098
14. H 0.153
15. H 0.162
16. H 0.153
17. H 0.157
18. H 0.153
19. H 0.149
20. H 0.145
21. H 0.155
22. H 0.118
23. H 0.119
24. H 0.106
25. C 0.017
26. N -0.100
27. C -0.005
28. C -0.336
29. O -0.194
30. C -0.047
31. O -0.319
32. C -0.038
33. C -0.361
34. O -0.181
35. N -0.106
36. C 0.001
37. C 0.025
38. H 0.121
39. H 0.129
40. H 0.084
41. H 0.124
42. H 0.116
43. H 0.121
44. H 0.159
45. H 0.156
46. H 0.171
47. H 0.150
48. H 0.104
49. H 0.117
50. H 0.132
51. H 0.087
52. H 0.119
53. H 0.129



Computed, not measured: a molecular structure, C14H31AsN2O4OsS5SbSi3, with ωB97M-V/def2-TZVPD.

Net charge: -2
Multiplicity: 2
HOMO energy (alpha / beta) in eV: -1.055 / -1.057
Frontier orbital gap (alpha / beta) in eV: 5.1 / 5.2
LUMO level (alpha / beta) in hartree: 0.1504 / 0.1504
Energy in eV: -173847.37887

Element x y z (Å)
Os  -1.32  0.33  -1.57
S  -5.74  -0.49  -2.07
As  -4.40  1.08  -2.54
S  -3.07  1.55  -0.75
S  -2.55  0.40  -3.61
S  -5.24  2.83  -3.37
O  0.15  -1.01  -2.42
N  -0.44  -2.04  -3.01
C  0.15  -2.55  -4.10
C  -0.34  -3.68  -4.71
C  -1.48  -4.28  -4.18
C  -2.09  -3.73  -3.08
C  -1.59  -2.56  -2.48
S  -2.31  -1.78  -1.15
H  1.01  -1.99  -4.43
H  0.15  -4.05  -5.60
H  -1.90  -5.16  -4.65
H  -3.00  -4.14  -2.67
C  -0.66  -2.70  2.31
Si  0.85  -1.73  1.75
C  2.00  -1.58  3.24
C  1.75  -2.69  0.40
Sb  0.08  0.45  0.71
Si  2.25  1.72  0.27
C  3.01  0.96  -1.27
C  1.93  3.55  0.06
C  3.52  1.52  1.67
Si  -1.07  1.67  2.63
C  -1.38  3.43  2.08
C  -0.06  1.68  4.22
C  -2.69  0.78  2.95
H  -0.37  -3.72  2.58
H  -1.40  -2.75  1.51
H  -1.12  -2.24  3.18
H  2.25  -2.59  3.60
H  1.52  -1.05  4.06
H  2.93  -1.07  3.00
H  1.94  -3.72  0.71
H  2.71  -2.21  0.16
H  1.15  -2.69  -0.51
H  2.28  0.91  -2.08
H  3.35  -0.06  -1.06
H  3.87  1.55  -1.61
H  1.07  3.72  -0.60
H  2.80  4.02  -0.39
H  1.74  4.02  1.03
H  3.92  0.51  1.70
H  3.09  1.75  2.65
H  4.36  2.21  1.50
H  -0.45  4.00  2.01
H  -2.05  3.93  2.79
H  -1.86  3.43  1.10
H  0.97  2.02  4.05
H  -0.02  0.69  4.68
H  -0.52  2.37  4.94
H  -3.30  0.79  2.04
H  -3.24  1.27  3.75
H  -2.52  -0.27  3.23
O  0.63  3.56  -3.31
N  0.35  2.37  -3.20
O  0.47  1.55  -4.10
O  -0.02  1.96  -2.01

For each atom in turn, the Löwdin charge in e is:
1. Os 0.348
2. S -0.261
3. As -0.502
4. S -0.031
5. S 0.003
6. S -0.253
7. O -0.352
8. N -0.225
9. C -0.028
10. C -0.081
11. C -0.092
12. C -0.081
13. C -0.662
14. S 0.562
15. H 0.137
16. H 0.092
17. H 0.097
18. H 0.107
19. C -0.232
20. Si 0.298
21. C -0.225
22. C -0.221
23. Sb 0.895
24. Si 0.328
25. C -0.210
26. C -0.219
27. C -0.237
28. Si 0.290
29. C -0.226
30. C -0.234
31. C -0.228
32. H 0.024
33. H -0.007
34. H 0.012
35. H 0.023
36. H 0.007
37. H 0.001
38. H 0.024
39. H 0.016
40. H 0.014
41. H 0.012
42. H 0.016
43. H 0.030
44. H 0.018
45. H 0.030
46. H 0.013
47. H 0.006
48. H 0.008
49. H 0.021
50. H 0.010
51. H 0.028
52. H -0.003
53. H 0.008
54. H 0.008
55. H 0.021
56. H -0.004
57. H 0.027
58. H 0.010
59. O 0.009
60. N -0.557
61. O -0.014
62. O -0.371



Computed, not measured: a molecular structure, C14H31BeFNO10P2S at a distorted geometry, with ωB97M-V/def2-TZVPD.

Net charge: +1
Multiplicity: 1
HOMO energy in eV: -10.917
Frontier orbital gap in eV: 1.8
LUMO level in hartree: -0.3335
Energy in eV: -69504.16111

Element x y z (Å)
Be  -5.61  11.06  3.99
F  -3.47  10.16  6.29
C  -8.66  9.66  10.40
C  -7.11  9.57  10.14
C  -6.91  8.31  9.19
S  -8.19  8.51  7.95
O  -8.89  7.26  7.63
O  -7.76  9.41  6.88
C  -9.26  9.57  9.07
H  -8.92  10.50  11.04
H  -9.05  8.87  11.04
H  -6.70  9.49  11.14
H  -6.71  10.46  9.65
H  -7.16  7.38  9.69
H  -5.99  8.33  8.61
H  -10.27  9.18  8.94
H  -9.24  10.56  8.60
C  -4.46  5.25  4.09
O  -5.11  4.93  2.86
P  -5.70  6.21  2.00
O  -6.16  7.35  2.85
O  -6.94  5.58  1.22
C  -7.68  6.41  0.28
O  -4.62  6.67  0.89
C  -3.75  5.71  0.28
H  -4.18  6.26  4.40
H  -3.51  4.73  3.96
H  -4.99  4.60  4.79
H  -8.28  5.94  -0.50
H  -7.12  7.22  -0.19
H  -8.39  6.98  0.87
H  -3.94  4.64  0.35
H  -2.68  5.77  0.50
H  -3.79  5.76  -0.81
C  0.12  8.24  2.91
O  -0.17  8.69  1.57
P  -0.99  10.11  1.37
O  -2.36  10.12  1.90
O  -0.86  10.24  -0.28
C  0.40  10.22  -0.93
O  0.01  11.21  2.02
C  -0.20  11.78  3.33
H  -0.53  8.64  3.69
H  1.12  8.65  3.03
H  0.11  7.15  2.99
H  0.40  9.34  -1.58
H  1.27  10.06  -0.30
H  0.51  11.23  -1.34
H  0.38  12.67  3.54
H  0.11  11.05  4.08
H  -1.23  12.09  3.48
N  0.06  10.70  9.14
C  0.88  11.85  8.99
C  1.68  12.08  10.06
C  1.31  10.98  10.97
C  0.32  10.16  10.39
H  -0.47  10.43  8.32
H  0.89  12.39  8.06
H  2.42  12.86  10.13
H  1.81  10.82  11.92
H  -0.06  9.19  10.68

For each atom in turn, the Löwdin charge in e is:
1. Be 1.034
2. F -0.498
3. C -0.243
4. C -0.170
5. C -0.206
6. S 0.710
7. O -0.334
8. O -0.388
9. C -0.234
10. H 0.119
11. H 0.118
12. H 0.108
13. H 0.111
14. H 0.105
15. H 0.098
16. H 0.105
17. H 0.100
18. C -0.111
19. O -0.225
20. P 0.453
21. O -0.283
22. O -0.207
23. C -0.084
24. O -0.203
25. C -0.107
26. H 0.092
27. H 0.082
28. H 0.097
29. H 0.092
30. H 0.083
31. H 0.084
32. H 0.088
33. H 0.087
34. H 0.087
35. C -0.095
36. O -0.250
37. P 0.485
38. O -0.268
39. O -0.225
40. C -0.111
41. O -0.227
42. C -0.087
43. H 0.080
44. H 0.090
45. H 0.089
46. H 0.097
47. H 0.081
48. H 0.097
49. H 0.088
50. H 0.078
51. H 0.081
52. N 0.042
53. C -0.087
54. C -0.043
55. C -0.033
56. C -0.039
57. H 0.151
58. H 0.117
59. H 0.108
60. H 0.099
61. H 0.121



Computed, not measured: 4 unconnected molecules or ions with the total composition C14H31Cl2NO8S at a distorted geometry, with ωB97M-V/def2-TZVPD.

Multiplicity: 1
SMILES string: CC(=O)OC[C@@]1(Cl)[C@@H](CN)CS(=O)(=O)O[C@H]1Cl.CCO.CCO.CCO
HOMO energy in eV: -10.126
Frontier orbital gap in eV: 10.4
LUMO level in hartree: 0.0116
Energy in eV: -68769.30365

Element x y z (Å)
C  -0.19  2.10  -1.84
C  1.00  1.34  -1.27
O  2.03  1.88  -1.18
O  0.86  0.02  -0.93
C  1.32  -0.22  0.42
C  0.39  -1.22  1.11
Cl  0.62  -2.78  0.18
C  0.87  -1.48  2.56
C  1.26  -0.19  3.36
N  2.69  0.16  3.20
C  -0.10  -2.35  3.41
S  -1.76  -1.70  3.25
O  -2.68  -2.65  3.74
O  -1.91  -0.47  3.95
O  -2.01  -1.61  1.65
C  -1.09  -0.81  0.94
Cl  -1.37  0.96  1.22
H  0.23  2.92  -2.41
H  -0.78  1.46  -2.51
H  -0.79  2.51  -1.03
H  2.37  -0.54  0.45
H  1.29  0.76  0.92
H  1.80  -2.07  2.48
H  1.12  -0.41  4.42
H  0.65  0.66  3.04
H  2.78  1.07  2.74
H  3.15  -0.47  2.55
H  0.20  -2.33  4.46
H  -0.11  -3.41  3.11
H  -1.33  -0.94  -0.11
C  -3.42  -5.31  -0.66
C  -2.53  -5.08  -1.87
O  -2.34  -3.68  -2.10
H  -4.39  -4.84  -0.81
H  -3.57  -6.38  -0.49
H  -2.97  -4.88  0.23
H  -2.98  -5.50  -2.77
H  -1.55  -5.55  -1.73
H  -1.93  -3.32  -1.31
C  -4.39  4.52  -0.04
C  -3.48  4.68  -1.24
O  -2.84  3.45  -1.56
H  -3.82  4.18  0.82
H  -4.87  5.47  0.21
H  -5.16  3.78  -0.24
H  -2.70  5.41  -1.04
H  -4.05  5.03  -2.11
H  -3.53  2.80  -1.76
C  5.80  1.32  -1.80
C  5.78  2.07  -3.12
O  4.80  1.53  -4.00
H  6.02  0.26  -1.97
H  6.55  1.73  -1.12
H  4.82  1.38  -1.32
H  6.75  2.00  -3.61
H  5.55  3.13  -2.95
H  3.95  1.60  -3.56

For each atom in turn, the Löwdin charge in e is:
1. C 0.009
2. C -0.547
3. O 0.143
4. O -0.035
5. C -0.221
6. C -0.675
7. Cl 0.762
8. C -0.319
9. C -0.221
10. N 0.011
11. C -0.162
12. S 0.604
13. O -0.253
14. O -0.256
15. O -0.214
16. C -0.651
17. Cl 0.775
18. H 0.093
19. H 0.096
20. H 0.036
21. H 0.134
22. H 0.100
23. H 0.133
24. H 0.111
25. H 0.089
26. H 0.070
27. H 0.057
28. H 0.121
29. H 0.112
30. H 0.109
31. C -0.089
32. C -0.320
33. O -0.094
34. H 0.077
35. H 0.074
36. H 0.069
37. H 0.111
38. H 0.107
39. H 0.036
40. C -0.090
41. C -0.307
42. O -0.107
43. H 0.074
44. H 0.075
45. H 0.074
46. H 0.113
47. H 0.109
48. H 0.089
49. C -0.094
50. C -0.322
51. O -0.085
52. H 0.075
53. H 0.073
54. H 0.056
55. H 0.110
56. H 0.108
57. H 0.070



Computed, not measured: a gas-phase ion, C14H31IN3O3 (charge +1) at a distorted geometry, with ωB97M-V/def2-TZVPD.

Net charge: +1
Multiplicity: 1
SMILES string: CC[C@H](I)[N@@H+]1C[C@@H](CNC)OC[C@@H]1OCCNC[C@@H](C)O
HOMO energy in eV: -12.112
Frontier orbital gap in eV: 9.2
LUMO level in hartree: -0.1076
Energy in eV: -33726.17711

Element x y z (Å)
C  2.09  3.61  0.64
C  0.92  2.82  0.08
C  0.19  1.82  0.98
I  0.63  2.03  3.11
N  0.49  0.38  0.67
C  1.93  0.07  0.39
C  2.31  -0.13  -1.07
C  3.62  -0.96  -1.05
N  3.31  -2.38  -0.88
C  4.30  -3.08  -0.05
O  1.33  -0.81  -1.83
C  0.26  -1.32  -1.07
C  -0.45  -0.18  -0.38
O  -0.81  0.88  -1.18
C  -1.67  0.55  -2.26
C  -3.01  -0.10  -1.83
N  -3.50  0.38  -0.54
C  -4.04  -0.67  0.34
C  -3.83  -0.33  1.84
C  -2.60  -1.05  2.45
O  -3.76  1.06  2.04
H  2.87  2.99  1.08
H  2.55  4.13  -0.19
H  1.78  4.37  1.34
H  1.20  2.33  -0.84
H  0.16  3.55  -0.20
H  -0.87  1.99  0.94
H  0.25  -0.13  1.52
H  2.58  0.79  0.85
H  2.13  -0.88  0.89
H  2.54  0.81  -1.56
H  4.22  -0.74  -1.93
H  4.19  -0.66  -0.17
H  3.31  -2.81  -1.79
H  5.31  -2.70  -0.19
H  4.31  -4.12  -0.32
H  4.05  -3.00  1.01
H  -0.41  -1.81  -1.76
H  0.58  -2.09  -0.36
H  -1.30  -0.58  0.16
H  -1.18  -0.07  -3.00
H  -1.88  1.49  -2.76
H  -2.93  -1.18  -1.88
H  -3.72  0.17  -2.61
H  -4.24  1.05  -0.67
H  -3.57  -1.62  0.13
H  -5.10  -0.83  0.17
H  -4.69  -0.70  2.37
H  -1.88  -0.32  2.80
H  -2.11  -1.71  1.74
H  -2.90  -1.68  3.28
H  -2.95  1.38  1.60

For each atom in turn, the Löwdin charge in e is:
1. C -0.142
2. C -0.260
3. C -0.595
4. I 0.988
5. N -0.048
6. C -0.059
7. C -0.280
8. C -0.159
9. N -0.100
10. C -0.109
11. O -0.053
12. C -0.110
13. C -0.274
14. O -0.075
15. C -0.135
16. C -0.172
17. N -0.044
18. C -0.162
19. C -0.396
20. C -0.028
21. O -0.036
22. H 0.055
23. H 0.086
24. H 0.062
25. H 0.098
26. H 0.124
27. H 0.070
28. H 0.111
29. H 0.118
30. H 0.138
31. H 0.146
32. H 0.130
33. H 0.119
34. H 0.113
35. H 0.079
36. H 0.081
37. H 0.074
38. H 0.140
39. H 0.141
40. H 0.131
41. H 0.126
42. H 0.131
43. H 0.112
44. H 0.125
45. H 0.125
46. H 0.106
47. H 0.121
48. H 0.136
49. H 0.047
50. H 0.057
51. H 0.082
52. H 0.068



Computed, not measured: a molecular structure, C14H31N4O8P2RuSi at a distorted geometry, with ωB97M-V/def2-TZVPD.

Multiplicity: 2
HOMO energy (alpha / beta) in eV: -5.082 / -6.997
Frontier orbital gap (alpha / beta) in eV: 3.5 / 5.6
LUMO level (alpha / beta) in hartree: -0.0574 / -0.0531
Energy in eV: -66397.71586

Element x y z (Å)
Ru  -0.20  -0.05  0.23
C  -4.06  -2.12  -1.11
C  -3.42  -0.80  -1.52
O  -4.27  -0.20  -2.55
P  -3.30  0.38  -0.15
O  -3.68  1.85  -0.71
O  -4.60  0.16  0.80
O  -2.09  0.49  0.73
P  -1.77  -1.13  -2.32
O  -1.47  0.34  -2.93
O  -1.91  -2.01  -3.54
O  -0.72  -1.39  -1.28
H  -5.08  -1.97  -0.74
H  -3.48  -2.61  -0.33
H  -4.14  -2.80  -1.96
H  -3.63  0.30  -3.09
H  -3.36  2.54  -0.10
H  -4.47  0.58  1.66
H  -0.59  0.25  -3.36
N  -0.52  -2.04  0.95
C  0.21  -2.77  1.95
C  0.29  -1.96  3.27
C  1.00  -0.59  3.19
N  0.31  0.28  2.28
H  -1.57  -2.17  0.92
H  -0.59  -2.58  -0.41
H  1.23  -2.96  1.58
H  -0.26  -3.74  2.13
H  0.83  -2.58  4.00
H  -0.72  -1.82  3.66
H  2.03  -0.73  2.85
H  1.04  -0.13  4.19
H  0.92  1.59  1.97
H  -0.47  0.88  2.66
C  1.98  -0.78  -3.03
Si  2.69  -1.03  -1.30
C  3.04  -2.86  -1.06
C  4.31  -0.09  -1.19
O  1.62  -0.49  -0.16
H  2.68  -1.14  -3.79
H  1.78  0.28  -3.21
H  1.04  -1.33  -3.14
H  3.74  -3.22  -1.82
H  2.12  -3.44  -1.14
H  3.48  -3.04  -0.07
H  5.02  -0.44  -1.95
H  4.76  -0.22  -0.20
H  4.15  0.98  -1.35
N  1.78  7.03  1.62
C  1.47  5.93  1.40
C  1.09  4.58  1.14
C  -0.24  4.20  1.24
C  -0.56  2.88  0.97
N  0.36  1.94  0.62
C  1.64  2.34  0.53
C  2.06  3.64  0.78
H  -1.02  4.90  1.51
H  -1.58  2.52  1.03
H  2.35  1.57  0.25
H  3.11  3.90  0.69
H  -0.31  0.88  -1.33

For each atom in turn, the Löwdin charge in e is:
1. Ru 1.088
2. C -0.061
3. C -0.563
4. O -0.046
5. P 0.588
6. O -0.109
7. O -0.116
8. O -0.437
9. P 0.343
10. O -0.219
11. O -0.281
12. O -0.499
13. H 0.090
14. H 0.078
15. H 0.099
16. H 0.088
17. H 0.079
18. H 0.093
19. H 0.059
20. N -0.168
21. C -0.278
22. C -0.179
23. C -0.268
24. N -0.120
25. H 0.066
26. H 0.269
27. H 0.104
28. H 0.111
29. H 0.106
30. H 0.105
31. H 0.114
32. H 0.109
33. H 0.241
34. H 0.088
35. C -0.171
36. Si 0.277
37. C -0.177
38. C -0.182
39. O -0.541
40. H 0.031
41. H 0.024
42. H 0.008
43. H 0.026
44. H 0.023
45. H 0.022
46. H 0.029
47. H 0.026
48. H 0.016
49. N 0.179
50. C -0.162
51. C -0.208
52. C 0.025
53. C -0.108
54. N -0.175
55. C -0.108
56. C 0.033
57. H 0.130
58. H 0.090
59. H 0.108
60. H 0.135
61. H 0.076



> What is the energy in the fifth record?

-33726.17711 eV